This record from the OMol25 dataset describes a single C5H10O2 molecule. The level of theory is wB97M-V/def2-TZVPD.

Values from the calculation:
HOMO energy   -9.8 eV
Molecular weight   102.1 g/mol
SMILES   OC[C@H]1CCOC1
F_max   0.39 eV/Å
HOMO-LUMO gap   10.663 eV
E   -346.968527 Eh

```
17
C5H10O2, DFT wB97M-V/def2-TZVPD
O 2.520 0.077 0.737
C 1.610 -0.651 -0.063
C 0.159 -0.488 0.387
C -0.266 0.989 0.448
C -1.680 0.981 -0.129
O -1.696 -0.073 -1.072
C -0.841 -1.108 -0.617
H 2.501 0.995 0.442
H 1.690 -0.353 -1.122
H 1.915 -1.700 0.006
H 0.046 -0.952 1.373
H -0.220 1.398 1.461
H 0.387 1.600 -0.190
H -1.931 1.902 -0.663
H -2.433 0.823 0.660
H -0.338 -1.521 -1.502
H -1.423 -1.919 -0.156
```

***

This record from the OMol25 dataset describes a molecular structure, C5H10O2. The level of theory is wB97M-V/def2-TZVPD.

Values from the calculation:
HOMO energy   -8.4 eV
Molecular weight   102.1 g/mol
F_max   3.01 eV/Å
HOMO-LUMO gap   9.170 eV
E   -346.875867 Eh

```
17
C5H10O2, DFT wB97M-V/def2-TZVPD
C 1.174 -1.285 -0.597
C -0.263 -0.956 -0.235
C -0.169 0.027 1.408
O 0.971 0.750 1.295
C -1.316 0.804 0.787
C -0.883 0.393 -0.611
O 0.222 1.423 -0.990
H 1.469 -1.087 -1.639
H 1.359 -2.351 -0.423
H 1.834 -0.714 0.067
H -0.901 -1.761 -0.690
H -0.316 -0.531 2.351
H 0.833 1.281 0.222
H -2.275 0.364 1.070
H -1.334 1.889 0.958
H -1.670 0.417 -1.370
H 0.865 1.008 -1.596
```

***

This record from the OMol25 dataset describes a single C5H10O2 molecule. The level of theory is wB97M-V/def2-TZVPD.

Values from the calculation:
HOMO energy   -9.4 eV
Molecular weight   102.1 g/mol
SMILES   COC[C@@H](C)C=O
F_max   0.95 eV/Å
HOMO-LUMO gap   10.243 eV
E   -346.889636 Eh

```
17
C5H10O2, DFT wB97M-V/def2-TZVPD
C 0.043 2.517 -0.441
O 0.964 1.450 -0.606
C 0.938 0.397 0.310
C -0.064 -0.892 -0.314
C -0.042 -2.471 -0.386
C -0.898 -0.510 0.824
O -0.811 -1.050 1.908
H -1.005 2.187 -0.354
H 0.128 3.132 -1.341
H 0.259 3.159 0.431
H 0.601 0.824 1.282
H 1.941 0.031 0.515
H -0.328 -0.493 -1.300
H -0.942 -2.848 0.132
H -0.118 -2.888 -1.406
H 0.793 -2.964 0.109
H -1.460 0.419 0.638
```

***

Asked for relative energy (zero: lowest compared OMol25 entry of this formula, charge and spin) across the records above, the calculation gives 35.7 93.9 85.2 kcal per mole in order.